Record 1
Entry from the Open Molecules 2025 dataset: a structure of composition C24H45AlAsGeN2O3 (ωB97M-V with the def2-TZVPD basis set).

The geometry in ORCA input format:
```
! wB97M-V def2-TZVPD RIJCOSX def2/J DEFGRID3
* xyz 3 1
Al 1.87 1.04 0.00
C 3.48 -0.78 -3.43
N 4.53 -0.37 -2.52
C 5.85 -0.90 -2.85
C 6.93 0.05 -2.36
C 6.69 0.37 -0.89
N 5.31 0.81 -0.68
C 5.08 1.74 0.40
C 4.33 0.39 -1.46
O 3.09 0.75 -1.14
H 3.59 -0.25 -4.38
H 2.49 -0.58 -3.03
H 3.57 -1.85 -3.62
H 5.92 -1.02 -3.93
H 5.95 -1.88 -2.39
H 6.92 0.97 -2.94
H 7.92 -0.41 -2.48
H 7.37 1.16 -0.57
H 6.87 -0.51 -0.26
H 5.02 2.77 0.00
H 5.92 1.69 1.09
H 4.17 1.51 0.95
C -7.04 -2.08 1.38
C -5.54 -1.84 1.52
C -5.20 -0.35 1.45
C -3.72 -0.04 1.70
Ge -2.55 -0.50 0.09
C -2.71 -2.09 -1.13
C -3.82 -1.70 -2.10
C -4.09 -2.84 -3.11
C -4.90 -3.98 -2.50
H -7.24 -3.15 1.35
H -7.43 -1.63 0.48
H -7.57 -1.67 2.23
H -5.01 -2.37 0.72
H -5.20 -2.25 2.47
H -5.76 0.16 2.24
H -5.54 0.08 0.50
H -3.37 -0.62 2.55
H -3.58 1.03 1.89
H -2.04 0.75 -0.72
H -2.97 -2.98 -0.55
H -1.77 -2.27 -1.66
H -3.54 -0.80 -2.65
H -4.76 -1.51 -1.57
H -3.15 -3.21 -3.51
H -4.67 -2.41 -3.93
H -4.34 -4.51 -1.72
H -5.14 -4.70 -3.27
H -5.83 -3.62 -2.08
O 2.22 0.36 1.64
C 0.98 0.06 1.77
O 0.27 0.28 0.69
C 0.44 -0.41 3.01
C -0.83 0.02 3.43
C -1.31 -0.35 4.66
C -0.56 -1.19 5.48
C 0.70 -1.63 5.07
C 1.21 -1.22 3.85
H -1.36 0.73 2.81
H -2.26 0.02 5.01
H -0.94 -1.50 6.44
H 1.27 -2.29 5.71
H 2.19 -1.55 3.53
C 1.55 3.91 -2.19
As 1.26 3.41 -0.34
C -0.60 3.89 -0.01
C 2.23 4.75 0.70
H 1.22 4.95 -2.33
H 0.98 3.28 -2.87
H 2.61 3.85 -2.45
H -0.80 4.87 -0.47
H -0.78 3.97 1.07
H -1.30 3.16 -0.44
H 1.89 5.74 0.40
H 3.30 4.68 0.52
H 2.03 4.62 1.76
*
```

Calculated values
- HOMO level: -17.3 eV
- Energy above the lowest of the compared OMol25 structures with the same formula, charge and spin: 0.782 eV
- LUMO energy: -9.31 eV

Quick look at the Löwdin charges, all values in e: 0.251, 0.012, -0.049, -0.110, -0.117, -0.108, -0.043, 0.014, -0.307, 0.008, 0.118, 0.087, 0.114, 0.143, 0.149, 0.134, 0.140, 0.142, 0.149, 0.110, 0.120, 0.067, -0.086, -0.274, -0.277, -0.307, 1.308, -0.311, -0.297, -0.243, -0.089, 0.083, 0.080, 0.085, 0.083, 0.119, 0.133, 0.113, 0.054, 0.071, -0.031, 0.066, 0.074, 0.105, 0.099, 0.114, 0.121, 0.072, 0.086, 0.079, 0.103, -0.426, -0.021, -0.141, -0.030, -0.039, -0.005, -0.019, 0.025, 0.098, 0.124, 0.129, 0.128, 0.131, -0.236, 1.145, -0.232, -0.223, 0.059, 0.048, 0.045, 0.061, 0.050, 0.017, 0.063, 0.036, 0.052



Record 2
Entry from the Open Molecules 2025 dataset: a structure of composition C24H45AlBr3F18N3O31S12 (ωB97M-V with the def2-TZVPD basis set).

The geometry in ORCA input format:
```
! wB97M-V def2-TZVPD RIJCOSX def2/J DEFGRID3
* xyz 0 1
Al 1.68 3.14 -1.86
C -1.08 7.21 2.07
F -0.78 5.93 2.36
F -2.34 7.52 2.29
F -0.27 7.96 2.82
S -0.63 7.53 0.21
O -0.77 8.93 -0.14
O 0.74 7.07 0.17
N -1.66 6.37 -0.72
S -3.06 7.05 -0.76
O -3.31 8.25 0.04
O -3.54 7.12 -2.15
C -4.21 5.57 -0.03
F -3.66 4.40 -0.36
F -4.29 5.72 1.31
F -5.40 5.65 -0.64
C 6.76 5.56 -4.28
F 6.25 5.56 -5.52
F 8.04 5.83 -4.32
F 6.22 6.46 -3.46
S 6.59 3.77 -3.48
O 7.80 2.98 -3.50
O 6.00 4.01 -2.16
N 5.31 3.05 -4.44
S 5.97 2.36 -5.59
O 7.12 2.99 -6.28
O 6.27 1.03 -5.05
C 4.49 2.33 -6.85
F 3.49 1.64 -6.31
F 4.19 3.64 -6.99
F 4.74 1.74 -8.05
C 0.19 -1.43 2.20
F -0.18 -2.71 2.21
F 0.08 -0.94 3.39
F 1.46 -1.39 1.77
S -1.08 -0.45 0.97
O -2.44 -0.88 1.40
O -0.83 0.97 1.12
N -0.45 -0.77 -0.62
S -1.41 -1.96 -1.07
O -1.40 -3.16 -0.20
O -2.70 -1.43 -1.39
C -0.64 -2.50 -2.78
F -1.28 -3.55 -3.26
F -0.69 -1.36 -3.63
F 0.63 -2.79 -2.44
O -2.87 -10.69 -1.58
S -2.73 -9.87 -2.78
O -1.83 -8.70 -2.82
O -2.63 -10.83 -4.17
C -2.33 -12.20 -3.96
C -2.69 -12.99 -5.16
C -4.34 -9.14 -3.16
H -3.03 -12.62 -3.24
H -1.33 -12.43 -3.61
H -2.65 -14.07 -4.99
H -2.21 -12.81 -6.12
H -3.71 -12.86 -5.53
H -4.80 -8.93 -2.19
H -4.87 -9.90 -3.73
H -4.18 -8.19 -3.68
O -9.82 4.07 5.03
S -8.72 3.11 5.34
O -9.00 1.84 6.05
O -8.07 2.76 3.79
C -8.25 1.44 3.44
C -7.44 1.34 2.14
C -7.27 3.92 6.07
H -9.27 1.15 3.20
H -7.69 0.75 4.08
H -6.49 1.82 2.38
H -7.88 1.87 1.30
H -7.18 0.33 1.83
H -7.03 4.90 5.66
H -6.46 3.19 6.07
H -7.53 4.09 7.11
O -1.57 3.22 -5.78
S -2.53 2.93 -6.87
O -1.97 2.28 -8.02
O -3.81 2.11 -6.29
C -4.41 1.14 -7.15
C -5.00 0.11 -6.29
C -3.54 4.39 -7.40
H -3.66 0.74 -7.84
H -5.19 1.54 -7.81
H -5.51 -0.57 -6.96
H -5.74 0.63 -5.68
H -4.31 -0.35 -5.58
H -4.30 4.01 -8.09
H -3.01 5.10 -8.04
H -4.03 4.77 -6.50
O 5.13 -0.83 -0.53
S 5.93 -1.86 0.18
O 6.49 -1.78 1.54
O 5.06 -3.20 0.05
C 5.38 -4.29 0.86
C 5.01 -5.63 0.27
C 7.34 -2.27 -0.90
H 4.98 -4.14 1.86
H 6.45 -4.29 1.05
H 5.27 -5.67 -0.79
H 3.96 -5.88 0.43
H 5.58 -6.41 0.78
H 6.84 -2.59 -1.81
H 7.81 -3.16 -0.48
H 8.02 -1.45 -1.11
O 3.64 3.69 3.18
S 4.19 4.18 4.44
O 5.41 3.72 5.06
O 4.11 5.80 4.18
C 5.01 6.65 4.85
C 5.86 7.38 3.78
C 2.91 4.21 5.85
H 5.63 6.20 5.63
H 4.47 7.48 5.30
H 6.79 7.61 4.29
H 5.48 8.32 3.38
H 6.01 6.68 2.96
H 3.10 5.03 6.54
H 2.92 3.28 6.43
H 1.97 4.34 5.32
C -5.36 -4.90 2.55
Br -5.12 -6.88 2.70
Br -5.58 -3.88 4.26
Br -6.86 -4.70 1.19
H -4.39 -4.58 2.16
C 5.45 -4.17 7.94
C 4.76 -2.83 7.54
O 3.48 -3.00 8.15
S 2.89 -4.53 8.03
O 2.65 -4.77 6.58
O 1.98 -4.94 9.12
O 4.41 -5.12 8.34
H 6.11 -4.17 8.80
H 6.05 -4.56 7.11
H 4.59 -2.61 6.48
H 5.17 -1.94 8.02
*
```

Calculated values
- HOMO level: -9.6 eV
- Energy above the lowest of the compared OMol25 structures with the same formula, charge and spin: 11.050 eV
- LUMO energy: -8.18 eV

Here are the Löwdin charges for atoms 1 to 99, given in e: 0.982, -0.626, 0.128, 0.147, 0.159, 0.707, -0.264, -0.314, -0.218, 0.592, -0.274, -0.258, -0.579, 0.128, 0.129, 0.143, -0.632, 0.145, 0.172, 0.158, 0.735, -0.262, -0.317, -0.220, 0.568, -0.245, -0.196, -0.589, 0.143, 0.117, 0.139, -0.631, 0.148, 0.197, 0.142, 0.715, -0.294, -0.326, -0.185, 0.583, -0.242, -0.224, -0.545, 0.176, 0.064, 0.121, -0.293, 0.697, -0.314, -0.254, -0.318, -0.096, -0.109, 0.114, 0.129, 0.086, 0.079, 0.080, 0.067, 0.064, 0.067, -0.313, 0.733, -0.313, -0.264, -0.339, -0.073, -0.118, 0.128, 0.118, 0.075, 0.076, 0.077, 0.076, 0.072, 0.067, -0.316, 0.653, -0.295, -0.265, -0.312, -0.075, -0.090, 0.112, 0.125, 0.091, 0.087, 0.090, 0.058, 0.069, 0.070, -0.320, 0.677, -0.306, -0.255, -0.315, -0.053, -0.103, 0.125